Version one
# C7H12N3

C7H12N3 as an isolated structure (ωB97M-V with the def2-TZVPD basis set, OMol25).

Calculated values
Net charge: +1
LUMO (eV): -2.809

The geometry in XYZ format:
```
22
C7H12N3 ωB97M-V with the def2-TZVPD basis set
H 0.0421 2.4607 -1.7148
N -1.2448 0.0649 1.3058
H 2.3279 -2.0697 -0.8975
H -2.7889 1.2338 2.2395
C -1.2446 2.1591 0.9065
H 0.5533 -2.3503 1.7466
C 0.4975 -1.4439 -0.1126
H -0.7138 -2.7424 0.6810
N 0.2802 -2.4123 0.7469
H -1.2381 -0.9467 1.7286
C -0.3789 0.2072 0.3003
C -1.9007 1.2354 1.6540
H -0.2235 -1.2193 -2.1433
H -1.5119 3.1628 0.8723
H 1.5235 1.6361 -0.9874
C 1.7117 -1.1769 -0.8589
H 2.0532 -0.1748 -0.9370
H 0.5589 -2.7856 -1.8418
H 0.8676 3.1383 -0.4152
N -0.2492 1.5586 0.1111
C 0.4711 -1.7605 -1.5934
C 0.6076 2.2256 -0.7909
```

Löwdin atomic charge list, values in e, 5 entries: 0.127, 0.062, 0.126, 0.127, -0.006



Version two
# C7H12N3

An isolated ion of composition C7H12N3 and charge +1 (ωB97M-V with the def2-TZVPD basis set, OMol25).

Calculated values
Structure (SMILES): N[C@H]1N=CC=C[N@@H+]1C1CC1
Net charge: +1
LUMO (eV): -4.207

The geometry in XYZ format:
```
22
C7H12N3 ωB97M-V with the def2-TZVPD basis set
H 1.0992 -0.5965 2.4245
C 0.1202 -1.3289 -0.7466
C -0.6945 -0.0068 -2.5348
H -2.0295 1.1800 0.4625
H -0.6908 0.3235 -3.6108
C -1.4149 0.9463 -1.6194
C 0.9819 0.8017 0.6580
H -0.5266 -0.3843 1.2558
H 1.6615 1.0175 -0.2663
N -0.0075 -0.9398 -2.0861
C 1.0618 1.5925 1.8805
H 0.2356 1.5866 2.4875
N -0.7780 -2.3431 -0.5635
N -0.2923 0.0062 0.3388
H 2.7286 0.1015 1.9710
H -0.6354 -2.9909 0.1153
H 1.6893 2.4005 2.0811
H -2.2131 1.3982 -2.1669
H 1.1708 -1.5675 -0.6215
H -1.6976 -2.0376 -1.0129
C 1.6262 0.1387 1.8516
C -1.3951 0.7023 -0.2976
```

Löwdin atomic charge list, values in e, 5 entries: 0.098, -0.295, -0.107, 0.139, 0.145



If we sort the structures by their calculated energies, the order from most to least stable is version one, version two.



Version one
# C7H12N3

A 2-piece molecular cluster, C7H12N3 overall (ωB97M-V with the def2-TZVPD basis set, OMol25).

Calculated values
Net charge: +1
LUMO (eV): -4.417

The geometry in XYZ format:
```
22
C7H12N3 ωB97M-V with the def2-TZVPD basis set
N -1.0379 -0.5775 0.6126
C -3.4929 0.0520 -0.0907
N -4.0254 1.0657 -0.7418
N 2.7849 1.2686 1.0351
H 3.4972 -0.8785 0.8652
H 2.6853 2.3063 1.0678
H -0.6937 -1.2390 1.2601
H -4.1365 -1.6203 1.3017
C 2.6836 -0.7953 0.0579
H 2.9568 -2.7082 -0.6541
C -3.6033 -1.0183 0.7162
C 2.3901 -1.7568 -0.7989
C -2.2779 -0.5924 0.4705
C 2.1780 0.5217 0.1235
H 1.5858 -1.6774 -1.5621
C 1.0069 0.9480 -0.5143
H -3.4021 1.5118 -1.3519
H 1.1358 2.0932 -0.3487
H -4.9837 0.8244 -0.8932
H 0.9537 0.7446 -1.5703
H 3.7761 1.1085 1.1030
H 0.0193 0.4189 -0.0877
```

Löwdin atomic charge list, values in e, 5 entries: 0.078, -0.205, 0.178, 0.193, 0.148



Version two
# C7H12N3

An isolated ion of composition C7H12N3 and charge +1 (ωB97M-V with the def2-TZVPD basis set, OMol25).

Calculated values
Structure (SMILES): [H]/N=C(C=C)/C(C)=C/N=[NH+]\C
Net charge: +1
LUMO (eV): -5.673

The geometry in XYZ format:
```
22
C7H12N3 ωB97M-V with the def2-TZVPD basis set
H -3.5224 0.5876 -0.4594
C 0.6770 0.9376 -0.2019
H -3.9666 -1.3507 0.9572
H 0.7138 2.8724 0.0766
H 3.1679 -1.3101 1.1519
H 3.0902 0.7612 1.8937
H 1.8598 2.3545 -1.1918
C 2.3462 -1.8610 -0.6882
C -2.8741 -1.0854 0.6178
N -1.7398 0.8537 -0.2506
H 1.8729 -1.5304 -1.5702
H 2.5879 -2.9127 -0.6176
C 2.6301 -0.9752 0.2542
N 2.2517 1.1174 1.3569
H 0.0946 2.5349 -1.3916
N -2.7530 0.1466 -0.0477
H -0.7160 -0.5457 0.5122
C 1.9182 0.3523 0.4290
C 0.8598 2.2404 -0.7875
C -0.5645 0.3589 0.0235
H -2.5347 -0.8975 1.6236
H -2.4227 -1.9369 0.0479
```

Löwdin atomic charge list, values in e, 5 entries: 0.153, -0.093, 0.152, 0.130, 0.115



If we sort the structures by their calculated energies, the order from most to least stable is version one, version two.



Version one
# C3H4BrN

A single C3H4BrN molecule (ωB97M-V with the def2-TZVPD basis set, OMol25).

Calculated values
Structure (SMILES): C[C@@H](Br)C#N
LUMO (eV): 0.307

The geometry in XYZ format:
```
9
C3H4BrN ωB97M-V with the def2-TZVPD basis set
C -1.0042 -0.3298 -2.1012
Br -0.6851 -2.6282 -0.6136
H 0.4493 -0.5984 1.0474
C -0.2109 -0.0852 0.3065
C -0.0471 -0.7724 -1.0034
H 0.9460 -0.7772 -1.2762
N -1.6952 0.0241 -2.9040
H -1.2500 -0.2236 0.6605
H 0.2668 0.9804 0.3727
```

Löwdin atomic charge list, values in e, 5 entries: -0.294, 0.680, 0.075, -0.210, -0.670



Version two
# C3H4BrN

C3H4BrN as an isolated structure (ωB97M-V with the def2-TZVPD basis set, OMol25).

Calculated values
LUMO (spin up / spin down) (eV): -2.803 / -2.848

The geometry in XYZ format:
```
9
C3H4BrN ωB97M-V with the def2-TZVPD basis set
Br 1.7927 -2.1199 1.4555
C 0.6998 0.8808 -0.5134
H -0.7989 -0.0616 1.3474
H -0.1776 -1.1374 -1.1781
H -1.9617 0.0553 -0.0347
N -0.3614 1.4987 -0.0030
C -1.0086 0.1985 0.3137
C 0.1404 -0.3886 -0.4629
H 1.6752 1.0742 -0.9246
```

Löwdin atomic charge list, values in e, 5 entries: -0.227, -0.132, 0.108, 0.111, 0.087



Version three
# C3H4BrN

A single C3H4BrN molecule (ωB97M-V with the def2-TZVPD basis set, OMol25).

Calculated values
Structure (SMILES): C[C@@H](Br)C#N
LUMO (eV): 0.409

The geometry in XYZ format:
```
9
C3H4BrN ωB97M-V with the def2-TZVPD basis set
H -0.3401 0.0066 1.6995
Br -2.0318 1.0885 0.0999
C -0.5387 -1.3284 0.0023
H 1.7045 0.0657 -0.1096
C -0.4084 0.0296 0.3912
H 1.1244 1.5984 -0.0469
C 0.7714 0.6077 -0.4226
N -0.7206 -2.4336 -0.1251
H 0.4393 0.3654 -1.4886
```

Löwdin atomic charge list, values in e, 5 entries: 0.188, 0.665, -0.367, 0.090, -0.793



If we sort the structures by their calculated energies, the order from most to least stable is version one, version three, version two.



Version one
# C3H7N4

An isolated ion of composition C3H7N4 and charge +1 (ωB97M-V with the def2-TZVPD basis set, OMol25).

Calculated values
Structure (SMILES): N[N+]1=NC=NCC1
Net charge: +1
LUMO (spin up / spin down) (eV): -6.044 / -6.043

The geometry in XYZ format:
```
14
C3H7N4 ωB97M-V with the def2-TZVPD basis set
H -1.8742 -0.0523 -0.1208
C -1.2769 0.4679 -0.7764
N 0.7382 0.5578 1.0198
H -1.7858 0.5985 -1.6670
N 0.9091 -1.5782 0.9693
H 1.2217 -2.5248 0.4599
C 0.1446 1.7471 0.6523
N -0.9082 1.7077 -0.0728
N 0.5333 -0.4955 0.3677
H 0.7262 -0.0223 -1.6242
H 1.3241 -1.2762 1.8663
H 0.4907 2.6594 1.0992
H -0.1786 -1.3503 -1.2842
C -0.0642 -0.4389 -0.8890
```

Löwdin atomic charge list, values in e, 5 entries: 0.112, -0.104, 0.173, 0.119, 0.184



Version two
# C3H7N4

An isolated ion of composition C3H7N4 and charge +1 (ωB97M-V with the def2-TZVPD basis set, OMol25).

Calculated values
Net charge: +1
LUMO (spin up / spin down) (eV): -4.306 / -5.683

The geometry in XYZ format:
```
14
C3H7N4 ωB97M-V with the def2-TZVPD basis set
H 1.6558 0.2417 2.8582
H -1.9207 1.3274 -0.0372
H 0.2525 -1.2812 -0.6136
N 0.0516 0.7095 -0.5451
H 0.4618 1.6275 -0.3844
H 2.6176 -0.2001 1.3534
C -1.8544 -1.7196 -1.1577
C 0.7960 -0.4362 -0.1612
C -1.3162 0.5738 -0.5833
N -1.6951 -0.5473 -1.0322
H -2.0632 -2.3380 -1.9694
N 1.7448 -0.1347 1.8684
N 0.6474 -0.2120 1.1823
H 1.8227 -0.3994 -0.6648
```

Löwdin atomic charge list, values in e, 5 entries: 0.176, 0.168, 0.107, 0.046, 0.164



If we sort the structures by their calculated energies, the order from most to least stable is version one, version two.



Version one
# C3H7N4

An isolated ion of composition C3H7N4 and charge +1 (ωB97M-V with the def2-TZVPD basis set, OMol25).

Calculated values
Structure (SMILES): C[n+]1c[nH]nc1N
Net charge: +1
LUMO (eV): -4.138

The geometry in XYZ format:
```
14
C3H7N4 ωB97M-V with the def2-TZVPD basis set
C -0.2149 0.5595 1.4105
H -0.4103 0.7217 -2.9146
N -0.7723 1.6959 0.8491
H 0.3349 -2.4020 0.3376
N -0.0949 -0.0394 -2.3169
H -0.7026 -0.7547 -2.2522
N -0.8120 1.6156 -0.4271
H 0.0246 0.4889 2.4575
H 1.7484 -1.5962 -0.2618
H 1.4169 -1.3730 1.5758
H -1.3189 2.2931 1.3660
C 0.9748 -1.4708 0.5374
N 0.1650 -0.2222 0.3693
C -0.3387 0.4836 -0.7306
```

Löwdin atomic charge list, values in e, 5 entries: 0.050, 0.079, 0.078, 0.128, 0.165



Version two
# C3H7N4

A 2-piece molecular cluster, C3H7N4 overall (ωB97M-V with the def2-TZVPD basis set, OMol25).

Calculated values
Net charge: +1
LUMO (eV): -3.924

The geometry in XYZ format:
```
14
C3H7N4 ωB97M-V with the def2-TZVPD basis set
H 0.0210 -0.4363 1.0549
H 0.2374 -2.0830 1.4166
H -0.8978 2.5894 -2.9944
H 1.2898 -0.9624 2.0687
N 0.3369 0.9526 -3.0370
H -0.2900 -1.0537 2.6365
N -0.2609 0.5662 -0.4125
N 0.5552 -0.2631 -1.0395
C 0.8238 -0.0474 -2.3067
H 1.4953 -0.7430 -2.7903
N 0.3139 -1.1443 1.8153
C -0.7952 1.5759 -1.0658
H -1.4592 2.2212 -0.5126
C -0.4834 1.7727 -2.4221
```

Löwdin atomic charge list, values in e, 5 entries: 0.081, 0.147, 0.124, 0.151, 0.126



Version three
# C3H7N4

An isolated ion of composition C3H7N4 and charge +1 (ωB97M-V with the def2-TZVPD basis set, OMol25).

Calculated values
Structure (SMILES): NC1=NNC(=[NH2+])C1
Net charge: +1
LUMO (eV): -4.197

The geometry in XYZ format:
```
14
C3H7N4 ωB97M-V with the def2-TZVPD basis set
N -1.4745 0.7184 -1.7489
C -0.8415 0.1138 -0.6896
H -2.2189 -1.1937 0.0715
H 0.6094 1.4348 0.0607
H 2.5233 0.2081 1.5210
C 0.5865 0.4061 -0.2703
H 1.2304 0.6481 -1.2564
H -1.0455 1.6346 -1.8963
N -1.2371 -0.8799 0.0529
C 0.9276 -0.5723 0.7344
N -0.4119 -1.4396 0.9616
H 1.9244 -1.1395 2.4446
H -2.4590 0.6606 -1.5937
N 1.8866 -0.5996 1.6082
```

Löwdin atomic charge list, values in e, 5 entries: 0.179, -0.298, 0.196, 0.144, 0.157



Version four
# C3H7N4

A 2-piece molecular cluster, C3H7N4 overall (ωB97M-V with the def2-TZVPD basis set, OMol25).

Calculated values
Net charge: +1
LUMO (spin up / spin down) (eV): -5.746 / -5.704

The geometry in XYZ format:
```
14
C3H7N4 ωB97M-V with the def2-TZVPD basis set
N 1.1460 0.3866 0.0406
H -0.2141 1.0651 0.9768
N -0.0728 0.8989 -0.0555
H -3.2719 -0.4747 -1.0352
N -0.0648 -1.5966 -2.6199
H 1.2187 0.0910 2.1554
H 2.6546 -0.3230 0.9248
C 1.8929 0.3569 1.3202
C -1.2918 -0.5300 -0.7807
H 2.1825 1.3979 1.6157
C -0.7357 -1.0590 -1.8773
H 1.7687 0.0937 -0.8686
H -2.7225 0.0144 0.6016
N -2.4898 -0.3213 -0.3979
```

Löwdin atomic charge list, values in e, 5 entries: -0.173, 0.119, 0.125, 0.151, 0.252



If we sort the structures by their calculated energies, the order from most to least stable is version two, version one, version three, version four.



Version one
# C4H8

A single C4H8 molecule (ωB97M-V with the def2-TZVPD basis set, OMol25).

Calculated values
Structure (SMILES): C1CCC1
LUMO (eV): 1.291

The geometry in XYZ format:
```
12
C4H8 ωB97M-V with the def2-TZVPD basis set
H 1.6706 -1.0974 -0.6547
C 0.7254 0.7761 -0.0681
H 0.9598 1.2608 -1.0758
H 1.3818 1.3961 0.6422
H 1.2287 -0.9302 0.9916
C -0.7349 -0.8524 -0.0653
H -1.1640 -1.3247 0.7530
C 0.7996 -0.7247 0.0470
H -1.5609 1.2921 -0.6228
H -1.1493 -1.2817 -0.9877
C -0.8516 0.7502 0.0492
H -0.9983 0.9898 1.1779
```

Löwdin atomic charge list, values in e, 5 entries: 0.135, -0.256, 0.107, 0.113, 0.074



Version two
# C4H8

A single C4H8 molecule (ωB97M-V with the def2-TZVPD basis set, OMol25).

Calculated values
Structure (SMILES): C=C(C)C
LUMO (eV): 1.140

The geometry in XYZ format:
```
12
C4H8 ωB97M-V with the def2-TZVPD basis set
H 0.5322 -0.1236 2.1831
H -0.0921 -1.7199 1.4401
C 0.1491 -0.6679 1.3537
H -1.6157 -1.1577 -0.8927
H 1.4169 1.5313 0.5826
H 0.0152 -1.7878 -1.1519
C -0.0009 -0.0472 0.1448
C -0.5532 -0.8247 -1.0661
H -0.3610 1.9403 0.4537
H 0.6335 1.6782 -1.0320
H -0.5814 -0.2097 -2.0289
C 0.4573 1.3887 0.0136
```

Löwdin atomic charge list, values in e, 5 entries: 0.042, 0.053, 0.012, 0.079, 0.091



Version three
# C4H8

A 2-piece molecular cluster, C4H8 overall (ωB97M-V with the def2-TZVPD basis set, OMol25).

Calculated values
Structure (SMILES): C=C.C=C
LUMO (eV): 1.208

The geometry in XYZ format:
```
12
C4H8 ωB97M-V with the def2-TZVPD basis set
H 0.9251 -0.3912 0.0029
H -2.0903 3.0355 0.7398
H 2.7494 -1.0936 -0.0511
C -1.9837 1.9985 0.4411
H -2.8030 1.5396 -0.0894
H -0.9425 0.2217 0.8401
H 0.0546 1.7897 0.9053
C 1.2397 -2.1529 -0.9670
H 0.2302 -2.1203 -1.3553
H 1.8370 -3.0544 -1.0187
C -0.9152 1.3068 0.8588
C 1.6989 -1.0793 -0.3065
```

Löwdin atomic charge list, values in e, 5 entries: 0.002, 0.044, 0.046, -0.070, 0.042



If we sort the structures by their calculated energies, the order from most to least stable is version two, version one, version three.



Version one
# C4H8

A 3-piece molecular cluster, C4H8 overall (ωB97M-V with the def2-TZVPD basis set, OMol25).

Calculated values
LUMO (eV): 1.313

The geometry in XYZ format:
```
12
C4H8 ωB97M-V with the def2-TZVPD basis set
H -0.2789 -2.0071 0.7983
C -0.4657 -1.0195 0.3623
H -0.4865 0.6358 2.0615
H 1.5102 -1.0519 -0.6453
C 0.5572 -0.5313 -0.7048
C 0.6535 0.7412 0.0941
H -0.7392 1.6238 -1.1579
C -0.0422 0.2010 1.1644
H -0.8229 1.3441 -0.2189
H -1.4993 -1.0071 -0.0268
H 0.2387 -0.4855 -1.7493
H 1.3751 1.5565 0.0225
```

Löwdin atomic charge list, values in e, 5 entries: 0.097, -0.191, 0.098, 0.105, -0.213



Version two
# C4H8

A single C4H8 molecule (ωB97M-V with the def2-TZVPD basis set, OMol25).

Calculated values
Structure (SMILES): C=C(C)C
LUMO (eV): 1.084

The geometry in XYZ format:
```
12
C4H8 ωB97M-V with the def2-TZVPD basis set
H 1.3272 0.0039 -1.4785
H 0.7593 0.1811 1.7390
C -1.5995 -0.0367 -0.2043
C 0.6400 0.6560 -0.9086
C 0.4554 -0.6640 1.1251
H -2.3461 -0.7300 0.1922
H 0.2383 1.3165 -1.6774
H -0.0036 -1.4063 1.7878
H 1.4323 -1.1132 0.8798
H 1.3096 1.3499 -0.3711
C -0.2782 -0.1836 -0.1019
H -1.9348 0.6264 -0.9822
```

Löwdin atomic charge list, values in e, 5 entries: 0.087, 0.079, 0.034, -0.111, -0.091



If we sort the structures by their calculated energies, the order from most to least stable is version two, version one.



Version one
# C2H7N2OS

An isolated ion of composition C2H7N2OS and charge +1 (ωB97M-V with the def2-TZVPD basis set, OMol25).

Calculated values
Net charge: +1
LUMO (eV): -4.689

The geometry in XYZ format:
```
13
C2H7N2OS ωB97M-V with the def2-TZVPD basis set
H -0.7970 -0.5769 -1.5596
C -0.5425 -0.4813 -0.5075
O -1.5364 0.1880 0.2015
S 2.3107 -0.2750 0.0153
N 0.6085 1.7283 -0.1245
H 2.9255 0.8054 0.0113
N -0.3378 -1.7682 0.0667
H -0.3522 -1.9358 1.1230
H -1.8942 -0.4702 0.9446
H 1.2277 2.4533 0.2124
H -0.3317 2.1646 -0.1833
C 0.7940 0.4275 -0.2206
H 0.1760 -2.5191 -0.5343
```

Löwdin atomic charge list, values in e, 5 entries: 0.162, -0.440, -0.040, 1.040, 0.158



Version two
# C2H7N2OS

C2H7N2OS as an isolated structure (ωB97M-V with the def2-TZVPD basis set, OMol25).

Calculated values
Net charge: +1
LUMO (spin up / spin down) (eV): -4.307 / -4.306

The geometry in XYZ format:
```
13
C2H7N2OS ωB97M-V with the def2-TZVPD basis set
H -0.6796 1.6455 -2.1708
S 1.2697 -1.1284 0.1430
H -0.6948 -2.2558 1.0487
H -0.1675 -2.8969 -0.5357
N 0.1839 1.4695 0.9404
C -0.0824 1.3746 -0.3054
N -0.6104 2.0611 -1.2466
C 0.1546 -2.5292 0.4342
H -0.9367 3.0202 -1.1293
H 0.7582 -3.2847 0.9298
H 0.6426 0.6280 1.3478
H 0.0374 2.2757 1.5387
O 0.4590 -0.2583 -0.8708
```

Löwdin atomic charge list, values in e, 5 entries: 0.158, 0.923, 0.046, 0.049, 0.193



If we sort the structures by their calculated energies, the order from most to least stable is version one, version two.